(P)
61
Properties=species:S:1:pos:R:3:lowdin_charge:R:1 method="wB97M-V/def2-TZVPD" gap_ha=0.2476 e_homo_ev=-10.28 multiplicity=1 total_charge=+1
Al 3.379 2.010 0.468 0.300
Cl 6.327 2.864 2.301 0.730
C 6.022 3.590 0.757 -0.655
C 4.862 3.252 0.080 -0.214
C 4.668 3.876 -1.133 -0.618
Cl 3.152 3.397 -1.921 0.773
C 5.524 4.791 -1.718 -0.703
Cl 5.165 5.507 -3.235 0.705
C 6.685 5.100 -1.011 -0.691
Cl 7.800 6.227 -1.670 0.707
C 6.935 4.502 0.228 -0.690
Cl 8.365 4.903 1.091 0.702
F -0.926 -1.688 -2.899 0.082
C -1.099 -1.134 -1.682 -0.179
C -0.167 -0.259 -1.211 0.114
C -0.303 0.246 0.087 -0.026
C 0.726 1.126 0.618 -0.214
O 1.668 1.471 -0.154 0.008
C 0.609 1.510 1.969 0.002
C -0.496 1.110 2.669 0.075
N -1.479 0.341 2.177 0.024
C -2.581 -0.052 3.034 -0.256
C -3.196 0.983 3.920 -0.071
C -3.952 0.478 2.728 -0.088
C -1.383 -0.150 0.880 -0.097
C -2.342 -1.032 0.363 0.075
C -2.209 -1.531 -0.915 -0.143
N -3.184 -2.453 -1.393 -0.094
C -3.148 -3.776 -0.801 -0.138
C -4.513 -4.425 -0.892 -0.080
N -4.935 -4.455 -2.343 0.061
C -4.914 -3.075 -2.959 -0.077
C -3.523 -2.497 -2.802 -0.150
C 1.622 2.366 2.689 -0.501
O 1.345 2.823 3.771 0.117
O 2.757 2.523 2.071 0.055
H 0.698 0.004 -1.804 0.143
H -0.603 1.432 3.696 0.156
H -2.488 -1.061 3.416 0.158
H -2.810 1.991 3.870 0.116
H -3.500 0.660 4.904 0.115
H -4.039 1.148 1.884 0.117
H -4.792 -0.184 2.887 0.107
H -3.202 -1.309 0.954 0.121
H -2.865 -3.714 0.248 0.140
H -2.401 -4.421 -1.295 0.146
H -5.272 -3.839 -0.375 0.142
H -4.519 -5.452 -0.532 0.141
H -5.862 -4.874 -2.436 0.185
H -4.291 -5.059 -2.863 0.184
H -5.661 -2.492 -2.422 0.143
H -5.203 -3.188 -4.002 0.142
H -3.525 -1.493 -3.222 0.150
H -2.811 -3.089 -3.394 0.134
F 5.159 -0.063 1.147 0.048
C 4.031 0.093 0.380 -0.338
F 3.057 -0.726 0.960 0.035
C 4.346 -0.564 -0.966 -0.580
F 3.225 -0.641 -1.720 0.127
F 5.237 0.172 -1.644 0.158
F 4.830 -1.801 -0.834 0.168

***

(Q)
61
Properties=species:S:1:pos:R:3:lowdin_charge:R:1 method="wB97M-V/def2-TZVPD" gap_ha=0.2407 e_homo_ev=-10.15 multiplicity=1 total_charge=+1
Al 0.780 1.091 3.785 0.096
Cl 3.466 1.373 6.522 0.756
C 1.848 1.857 6.751 -0.678
C 0.949 1.719 5.698 -0.178
C -0.355 2.142 5.928 -0.632
Cl -1.327 1.890 4.533 0.958
C -0.803 2.688 7.115 -0.694
Cl -2.423 3.211 7.331 0.705
C 0.124 2.802 8.158 -0.698
Cl -0.361 3.469 9.657 0.707
C 1.443 2.385 7.980 -0.698
Cl 2.559 2.509 9.271 0.708
F -3.281 -1.599 -0.876 0.065
C -2.076 -1.027 -1.095 -0.178
C -1.447 -0.458 -0.021 0.109
C -0.246 0.240 -0.188 -0.025
C 0.390 0.864 0.956 -0.214
O -0.115 0.771 2.116 0.014
C 1.577 1.588 0.660 -0.002
C 2.047 1.655 -0.621 0.071
N 1.467 1.052 -1.672 0.018
C 2.026 1.297 -2.976 -0.251
C 3.517 1.241 -3.136 -0.074
C 2.662 0.202 -3.787 -0.091
C 0.309 0.332 -1.486 -0.097
C -0.330 -0.313 -2.554 0.073
C -1.527 -0.996 -2.394 -0.138
N -2.117 -1.638 -3.499 -0.090
C -2.422 -0.829 -4.661 -0.130
C -2.520 -1.717 -5.900 -0.091
N -3.582 -2.731 -5.679 0.056
C -3.247 -3.551 -4.486 -0.088
C -3.142 -2.636 -3.270 -0.144
C 2.359 2.303 1.743 -0.495
O 3.239 3.067 1.448 0.128
O 1.980 2.009 2.950 0.060
H -1.896 -0.518 0.960 0.150
H 2.943 2.234 -0.805 0.156
H 1.485 2.069 -3.517 0.160
H 4.100 0.931 -2.284 0.116
H 3.996 1.989 -3.746 0.115
H 2.687 -0.798 -3.383 0.114
H 2.545 0.244 -4.859 0.106
H 0.135 -0.292 -3.525 0.110
H -1.634 -0.093 -4.813 0.132
H -3.375 -0.288 -4.530 0.145
H -1.574 -2.239 -6.060 0.146
H -2.759 -1.118 -6.779 0.143
H -3.710 -3.321 -6.509 0.195
H -4.470 -2.242 -5.494 0.191
H -2.295 -4.053 -4.665 0.147
H -4.025 -4.296 -4.318 0.145
H -2.862 -3.248 -2.411 0.148
H -4.127 -2.184 -3.074 0.140
F 1.070 -1.375 5.274 0.056
C 1.035 -0.977 3.964 -0.355
F 0.215 -1.890 3.337 0.046
C 2.432 -1.183 3.398 -0.588
F 2.419 -0.917 2.065 0.135
F 3.271 -0.301 3.941 0.133
F 2.971 -2.393 3.529 0.174

***

If we sort the structures by their calculated energies, the order from most to least stable is (P), (Q).

***

(P)
126
Properties=species:S:1:pos:R:3:lowdin_charge:R:1 method="wB97M-V/def2-TZVPD" smiles="C[C@H]1COC(=O)O1.C[C@H]1COC(=O)O1.C[C@H]1COC(=O)O1.C[C@H]1COC(=O)O1.C[C@H]1COC(=O)O1.C[C@H]1COC(=O)O1.COC(=O)OC.COC(=O)OC.COC(=O)OC.CCCC#N" gap_ha=0.3557 e_homo_ev=-9.69 multiplicity=1 total_charge=0
C -22.635 3.836 -0.202 0.022
C -21.452 3.626 -1.234 -0.262
C -21.412 2.179 -1.690 -0.084
O -21.567 2.245 -3.112 0.130
C -21.799 3.444 -3.474 -0.673
O -22.015 3.830 -4.593 0.147
O -21.663 4.267 -2.480 0.113
H -22.901 4.883 -0.064 0.091
H -22.332 3.440 0.766 0.052
H -23.499 3.383 -0.497 0.051
H -20.434 3.822 -0.831 0.154
H -22.267 1.723 -1.124 0.132
H -20.450 1.746 -1.354 0.117
C -15.783 4.094 -1.727 0.004
C -16.697 3.063 -0.987 -0.239
C -16.161 1.620 -0.890 -0.072
O -16.587 1.336 0.446 0.051
C -17.184 2.399 1.053 -0.606
O -17.693 2.339 2.186 0.100
O -17.112 3.427 0.364 0.132
H -14.948 4.365 -1.081 0.089
H -16.348 4.978 -1.772 0.052
H -15.391 3.770 -2.691 0.094
H -17.621 2.926 -1.570 0.148
H -15.081 1.592 -0.922 0.132
H -16.560 0.998 -1.645 0.114
C -20.251 -1.669 5.914 0.014
C -20.072 -1.980 4.445 -0.283
C -19.280 -0.936 3.781 -0.049
O -17.984 -1.599 3.804 0.102
C -18.111 -2.883 3.920 -0.670
O -17.176 -3.708 3.980 0.089
O -19.308 -3.136 4.102 0.158
H -20.886 -2.425 6.357 0.094
H -20.691 -0.721 6.018 0.029
H -19.241 -1.694 6.318 0.091
H -21.036 -2.181 4.037 0.149
H -19.127 -0.031 4.191 0.089
H -19.642 -0.743 2.775 0.105
C -17.976 6.925 8.740 0.008
C -16.825 6.708 7.725 -0.321
C -16.140 5.382 7.959 -0.072
O -16.178 4.763 6.714 0.089
C -16.946 5.401 5.872 -0.483
O -17.220 5.076 4.695 0.108
O -17.420 6.534 6.496 0.066
H -17.586 6.881 9.688 0.051
H -18.713 6.149 8.707 0.081
H -18.263 8.001 8.774 0.095
H -16.178 7.546 7.764 0.143
H -16.810 4.849 8.633 0.131
H -15.170 5.349 8.438 0.149
C -20.281 8.671 5.490 0.025
C -19.103 9.521 5.987 -0.284
C -17.891 9.457 5.067 -0.016
O -17.977 10.768 4.401 0.125
C -18.764 11.540 4.969 -0.657
O -18.985 12.725 4.711 0.110
O -19.467 10.894 5.894 0.090
H -21.043 8.691 6.186 0.070
H -19.982 7.639 5.510 0.064
H -20.386 8.912 4.425 0.103
H -18.921 9.319 7.045 0.135
H -17.999 8.677 4.411 0.073
H -16.877 9.430 5.521 0.150
C -17.323 6.599 1.497 -0.002
C -18.367 7.715 1.735 -0.322
C -19.126 8.099 0.448 0.009
O -20.406 7.428 0.703 0.126
C -20.508 7.180 1.903 -0.681
O -21.581 6.775 2.403 0.088
O -19.373 7.240 2.528 0.077
H -16.636 6.734 0.643 0.085
H -17.903 5.711 1.124 0.082
H -16.919 6.192 2.528 0.115
H -17.907 8.546 2.294 0.145
H -18.800 7.748 -0.510 0.125
H -19.485 9.130 0.259 0.149
C -19.486 4.376 11.335 -0.078
O -20.033 4.294 10.052 -0.023
C -19.770 3.067 9.505 -0.354
O -19.175 1.979 10.197 -0.069
O -20.148 2.897 8.209 -0.021
C -19.927 1.541 7.706 -0.037
H -19.563 5.365 11.771 0.098
H -18.434 4.202 11.265 0.083
H -19.977 3.581 11.906 0.107
H -19.090 0.988 8.074 0.076
H -19.731 1.785 6.703 0.034
H -20.859 0.912 7.841 0.126
C -18.092 -1.508 0.004 -0.077
O -19.408 -1.726 0.220 0.017
C -20.197 -0.594 0.435 -0.293
O -19.799 0.763 0.755 -0.069
O -21.520 -0.812 0.415 0.008
C -22.274 -0.091 1.309 -0.063
H -17.612 -1.265 0.917 0.095
H -17.955 -0.726 -0.717 0.083
H -17.669 -2.394 -0.419 0.106
H -21.769 -0.121 2.239 0.061
H -23.310 -0.457 1.353 0.126
H -22.278 0.930 1.095 0.051
C -15.965 -2.344 6.714 -0.052
O -16.771 -1.189 6.812 -0.027
C -16.388 -0.011 6.283 -0.371
O -15.038 0.327 5.834 -0.098
O -17.339 0.883 6.397 -0.023
C -17.163 2.126 5.712 -0.016
H -15.252 -2.518 5.925 0.094
H -16.713 -3.207 6.633 0.119
H -15.389 -2.355 7.631 0.092
H -16.154 2.437 5.917 0.087
H -17.765 2.943 6.185 0.094
H -17.404 2.008 4.673 0.080
C -20.438 4.611 5.191 -0.081
C -20.104 4.043 3.867 -0.259
C -21.168 3.222 3.185 -0.167
C -21.441 2.087 4.055 -0.203
N -21.638 1.208 4.746 0.202
H -20.405 3.844 5.948 0.053
H -21.393 5.098 5.178 0.089
H -19.691 5.323 5.470 0.044
H -19.261 3.281 4.051 0.115
H -19.873 4.837 3.142 0.102
H -20.590 2.801 2.365 0.102
H -22.061 3.677 2.830 0.105

***

(Q)
126
Properties=species:S:1:pos:R:3:lowdin_charge:R:1 method="wB97M-V/def2-TZVPD" smiles="C[C@H]1COC(=O)O1.C[C@H]1COC(=O)O1.C[C@H]1COC(=O)O1.C[C@H]1COC(=O)O1.C[C@H]1COC(=O)O1.C[C@H]1COC(=O)O1.COC(=O)OC.COC(=O)OC.COC(=O)OC.CCCC#N" gap_ha=0.3796 e_homo_ev=-9.88 multiplicity=1 total_charge=0
C -4.512 0.893 -5.129 -0.008
C -5.358 -0.228 -4.572 -0.340
C -5.061 -1.521 -5.204 -0.122
O -4.592 -2.304 -4.166 0.097
C -4.592 -1.697 -3.024 -0.561
O -4.124 -2.165 -1.999 0.120
O -5.074 -0.442 -3.201 0.091
H -4.809 1.095 -6.173 0.104
H -3.448 0.693 -4.966 0.077
H -4.695 1.796 -4.559 0.088
H -6.425 -0.014 -4.727 0.161
H -4.300 -1.471 -6.003 0.151
H -5.977 -1.973 -5.552 0.138
C 2.874 1.687 2.574 -0.002
C 1.536 2.150 3.243 -0.278
C 0.267 2.011 2.376 -0.047
O -0.615 1.300 3.259 0.080
C 0.006 0.847 4.296 -0.570
O -0.540 0.115 5.141 0.100
O 1.238 1.343 4.351 0.086
H 2.870 0.590 2.231 0.082
H 3.768 1.739 3.307 0.110
H 3.233 2.271 1.691 0.077
H 1.638 3.186 3.542 0.148
H 0.366 1.376 1.489 0.102
H -0.103 3.005 2.031 0.152
C 2.591 -1.708 5.378 -0.019
C 2.226 -2.497 4.124 -0.330
C 3.193 -2.311 2.931 -0.067
O 3.202 -3.617 2.380 0.033
C 2.626 -4.523 3.194 -0.518
O 2.562 -5.703 2.914 0.132
O 2.198 -3.883 4.319 0.098
H 2.624 -0.635 5.114 0.072
H 3.611 -1.914 5.757 0.092
H 1.827 -1.702 6.194 0.103
H 1.221 -2.140 3.922 0.129
H 4.279 -2.155 3.200 0.159
H 2.793 -1.634 2.169 0.109
C 5.045 0.598 -1.911 -0.015
C 4.748 1.158 -0.495 -0.255
C 5.985 1.697 0.298 -0.077
O 5.984 3.087 0.030 0.099
C 4.816 3.415 -0.517 -0.581
O 4.485 4.592 -0.784 0.103
O 4.037 2.390 -0.622 0.041
H 4.096 0.246 -2.299 0.055
H 5.732 -0.248 -2.032 0.092
H 5.487 1.382 -2.526 0.092
H 4.207 0.332 0.053 0.154
H 6.838 1.123 0.020 0.127
H 5.886 1.539 1.314 0.096
C 0.486 -5.692 -1.411 -0.007
C 1.547 -4.832 -0.712 -0.300
C 3.010 -5.357 -0.768 -0.097
O 3.748 -4.167 -0.643 0.066
C 2.985 -3.230 -1.281 -0.478
O 3.348 -2.070 -1.622 0.078
O 1.725 -3.617 -1.402 0.077
H 0.592 -5.827 -2.501 0.094
H -0.481 -5.151 -1.266 0.073
H 0.432 -6.694 -1.061 0.070
H 1.420 -4.651 0.353 0.136
H 3.272 -5.759 -1.762 0.146
H 3.209 -6.073 0.033 0.140
C -1.691 -2.264 2.382 0.011
C -0.893 -2.491 1.138 -0.292
C -1.581 -2.119 -0.210 -0.046
O -0.517 -1.404 -0.802 0.075
C 0.412 -1.085 0.043 -0.553
O 1.358 -0.293 -0.162 0.075
O 0.294 -1.747 1.205 0.083
H -2.540 -2.898 2.339 0.087
H -2.023 -1.279 2.550 0.062
H -1.117 -2.553 3.257 0.089
H -0.470 -3.495 1.019 0.147
H -2.573 -1.626 -0.186 0.123
H -1.722 -3.020 -0.803 0.110
C -4.840 0.111 0.569 -0.022
O -3.514 0.536 0.786 -0.024
C -2.839 1.180 -0.182 -0.316
O -3.489 1.411 -1.435 -0.071
O -1.512 1.499 -0.009 -0.032
C -0.755 2.103 -1.033 -0.054
H -5.003 -0.212 -0.392 0.045
H -5.351 1.005 0.817 0.100
H -5.187 -0.702 1.211 0.112
H -1.433 2.591 -1.721 0.094
H -0.283 1.374 -1.734 0.090
H 0.076 2.727 -0.745 0.088
C -4.287 4.262 7.885 -0.050
O -3.638 3.121 7.368 0.017
C -3.934 2.658 6.168 -0.450
O -4.818 3.353 5.364 -0.063
O -3.301 1.580 5.763 0.011
C -3.582 0.934 4.542 -0.050
H -5.205 4.528 7.414 0.080
H -3.625 5.155 7.880 0.108
H -4.488 4.102 8.939 0.090
H -3.043 -0.006 4.496 0.077
H -3.268 1.599 3.739 0.092
H -4.679 0.692 4.448 0.118
C 0.403 6.774 -4.143 -0.112
O 1.081 6.022 -3.229 -0.024
C 1.428 4.729 -3.605 -0.307
O 1.606 4.313 -4.972 -0.084
O 1.677 3.951 -2.519 -0.019
C 2.090 2.594 -2.801 -0.043
H -0.051 6.271 -5.041 0.112
H 1.218 7.301 -4.530 0.075
H -0.385 7.431 -3.664 0.117
H 1.455 2.121 -3.491 0.056
H 2.048 1.977 -1.870 0.086
H 3.166 2.686 -3.152 0.126
C 1.288 -0.941 -3.764 -0.100
C -0.039 -0.510 -4.468 -0.190
C -1.382 -1.044 -3.852 -0.173
C -1.410 -2.459 -3.612 -0.232
N -1.426 -3.622 -3.449 0.192
H 2.229 -0.700 -4.267 0.075
H 1.256 -2.026 -3.601 0.060
H 1.570 -0.601 -2.743 0.047
H -0.024 -0.858 -5.500 0.103
H -0.113 0.625 -4.453 0.111
H -2.169 -0.875 -4.606 0.098
H -1.618 -0.531 -2.914 0.108

***

If we sort the structures by their calculated energies, the order from most to least stable is (Q), (P).